DFT (ωB97M-V/def2-TZVPD) results for a cluster of 2 separate species, C5H12BN in total at a distorted geometry.

For the frontier orbital gap (spin up / spin down), the calculation gives 4.36 / 5.51 eV. The calculation puts the energy above the lowest of the compared OMol25 structures with the same formula, charge and spin at 215.3 kJ/mol. The calculation puts the HOMO energy (spin up / spin down) at -3.57 / -8.66 eV. As for the LUMO energy (spin up / spin down): 0.79 / -3.15 eV. The calculation puts the energy at -7538.1468 eV. Its expectation value of S² is 2.01.

ORCA input file:
```
! wB97M-V def2-TZVPD RIJCOSX def2/J DEFGRID3
* xyz 0 3
B -0.616 -0.340 0.031
C 0.273 -1.673 -0.046
C 1.752 -1.253 -0.014
C 1.757 0.297 -0.047
C -2.778 -0.400 0.071
C 0.101 2.127 -0.048
N 0.317 0.676 0.163
H 0.174 -2.146 0.898
H -0.121 -2.392 -0.650
H 2.306 -1.438 0.887
H 2.343 -1.646 -0.862
H 2.204 0.870 0.821
H 2.235 0.514 -1.063
H -2.968 -0.598 -0.922
H -3.196 0.489 0.216
H -3.059 -1.171 0.648
H 0.575 2.591 -1.004
H -1.016 2.407 -0.072
H 0.383 2.564 0.889
*
```

Here are the Löwdin charges for atoms 1 to 8, given in e: atom 1 (B): -0.329, atom 2 (C): -0.141, atom 3 (C): -0.181, atom 4 (C): -0.127, atom 5 (C): 0.036, atom 6 (C): -0.045, atom 7 (N): -0.029, atom 8 (H): 0.079

=====

DFT (ωB97M-V/def2-TZVPD) results for a structure of composition C5H12BNO4Tb at a distorted geometry.

For the frontier orbital gap (spin up / spin down), the calculation gives 8.42 / 6.18 eV. The calculation puts the HOMO energy (spin up / spin down) at -21.03 / -20.99 eV. As for the LUMO energy (spin up / spin down): -12.61 / -14.81 eV. The calculation puts the energy at -38132.9305 eV. Its expectation value of S² is 13.03.

ORCA input file:
```
! wB97M-V def2-TZVPD RIJCOSX def2/J DEFGRID3
* xyz 3 7
C -0.510 -2.549 1.685
C -1.333 -2.911 0.331
B -0.517 -2.196 -0.931
O 0.713 -2.837 -1.323
O -0.985 -1.028 -1.645
C -0.687 0.111 -0.813
O -1.625 0.865 -0.534
O 0.647 0.237 -0.349
C 1.341 1.360 -0.953
N 0.701 2.698 -0.718
C 0.361 2.937 0.717
H 0.245 -3.393 1.899
H 0.109 -1.590 1.515
H -1.219 -2.387 2.578
H -2.430 -2.554 0.376
H -1.306 -4.054 0.240
H 0.680 -3.053 -2.293
H 2.441 1.308 -0.611
H 1.306 1.187 -2.094
H 1.457 3.386 -0.931
H -0.395 3.844 0.735
H -0.178 2.081 1.237
H 1.257 3.271 1.384
Tb -0.073 5.267 0.500
*
```

Here are the Löwdin charges for atoms 1 to 8, given in e: atom 1 (C): -0.001, atom 2 (C): 0.033, atom 3 (B): -0.347, atom 4 (O): 0.259, atom 5 (O): 0.223, atom 6 (C): -0.384, atom 7 (O): 0.184, atom 8 (O): -0.010

=====

DFT (ωB97M-V/def2-TZVPD) results for the ion C5H12BrN2 with charge +1 at a distorted geometry.

For the frontier orbital gap, the calculation gives 9.66 eV. The structure (SMILES) is C/C(=[NH+]/CBr)N(C)C. The calculation puts the energy above the lowest of the compared OMol25 structures with the same formula, charge and spin at 206.6 kJ/mol. The calculation puts the HOMO energy at -13.91 eV. As for the LUMO energy: -4.25 eV. The calculation puts the energy at -78394.2434 eV.

ORCA input file:
```
! wB97M-V def2-TZVPD RIJCOSX def2/J DEFGRID3
* xyz 1 1
C -0.053 -0.546 0.007
C -0.667 -1.934 -0.625
C -1.923 0.568 -0.760
C -0.149 1.847 0.303
C 2.089 -0.052 1.262
N -0.628 0.593 -0.252
N 1.072 -0.777 0.567
Br 3.378 0.708 -0.408
H -0.251 -2.746 -0.063
H -0.071 -1.937 -1.560
H -1.699 -1.972 -0.803
H -2.116 -0.418 -1.058
H -2.719 0.871 -0.068
H -1.993 1.295 -1.686
H -0.723 1.997 1.208
H 0.967 1.713 0.280
H -0.366 2.564 -0.460
H 1.748 0.766 1.907
H 2.755 -0.796 1.581
H 1.349 -1.743 0.628
*
```

Here are the Löwdin charges for atoms 1 to 8, given in e: atom 1 (C): -0.247, atom 2 (C): 0.084, atom 3 (C): -0.039, atom 4 (C): 0.021, atom 5 (C): -0.274, atom 6 (N): -0.147, atom 7 (N): -0.004, atom 8 (Br): 0.462